*P*
Molecular formula: C41H63AsGeO3P3RbS4Se
Method: DFT, wB97M-V/def2-TZVPD

Atoms and positions in Å:
Rb 1.15 -0.17 -0.53
S 5.67 -0.41 -0.49
As 4.37 -1.34 -1.93
S 3.00 -2.68 -0.81
S 3.19 0.29 -2.89
S 5.32 -2.46 -3.48
O -0.15 -0.84 1.72
P -1.20 -1.87 1.85
C -2.39 -1.78 0.47
P -2.64 -0.07 -0.12
O -1.51 0.46 -0.92
C -2.99 0.96 1.31
C -2.00 1.89 1.64
C -2.16 2.69 2.76
C -3.29 2.58 3.54
C -4.28 1.65 3.22
C -4.13 0.85 2.10
C -4.13 -0.21 -1.16
C -5.31 -0.84 -0.76
C -6.38 -0.91 -1.63
C -6.28 -0.37 -2.91
C -5.11 0.24 -3.31
C -4.03 0.33 -2.44
C -2.20 -1.60 3.34
C -3.42 -2.22 3.61
C -4.12 -1.92 4.77
C -3.61 -0.97 5.66
C -2.41 -0.34 5.38
C -1.70 -0.65 4.23
C -0.59 -3.56 1.86
C -1.30 -4.65 2.37
C -0.77 -5.92 2.25
C 0.47 -6.11 1.64
C 1.18 -5.03 1.15
C 0.65 -3.75 1.27
H -3.35 -2.23 0.75
H -1.99 -2.34 -0.38
H -1.10 1.96 1.04
H -1.39 3.41 3.01
H -3.41 3.20 4.42
H -5.16 1.55 3.84
H -4.90 0.12 1.86
H -5.39 -1.29 0.22
H -7.29 -1.41 -1.32
H -7.12 -0.44 -3.59
H -5.02 0.65 -4.31
H -3.10 0.79 -2.74
H -3.83 -2.95 2.92
H -5.06 -2.40 4.98
H -4.16 -0.73 6.56
H -2.02 0.41 6.06
H -0.78 -0.14 3.98
H -2.26 -4.51 2.86
H -1.32 -6.77 2.64
H 0.87 -7.11 1.54
H 2.14 -5.14 0.66
H 1.25 -2.92 0.88
C 1.10 3.46 4.63
C 2.25 2.53 4.22
C 2.23 1.29 5.11
P 2.06 2.07 2.42
C 3.50 0.95 2.05
C 4.88 1.41 2.49
C 3.27 -0.51 2.46
C 2.59 3.64 1.53
C 3.41 4.66 2.32
C 1.37 4.32 0.91
H 1.21 3.78 5.67
H 0.15 2.94 4.53
H 1.05 4.36 4.01
H 3.20 3.05 4.37
H 1.37 0.66 4.88
H 2.16 1.58 6.17
H 3.12 0.69 4.98
H 3.53 0.95 0.95
H 4.94 1.55 3.58
H 5.18 2.34 2.00
H 5.60 0.65 2.18
H 3.58 -0.69 3.49
H 3.87 -1.15 1.80
H 2.23 -0.81 2.36
H 3.21 3.25 0.72
H 2.80 5.15 3.09
H 3.76 5.44 1.64
H 4.28 4.22 2.80
H 0.66 4.65 1.68
H 0.83 3.66 0.22
H 1.67 5.21 0.34
C -0.58 2.62 -4.09
C 0.28 2.93 -2.88
O -0.51 2.98 -1.68
H 0.02 2.66 -5.01
H -1.40 3.34 -4.17
H -0.99 1.61 -4.02
H 0.75 3.91 -2.97
H 1.08 2.19 -2.79
H -0.85 2.09 -1.51
C 2.57 -3.20 -6.15
Ge 2.37 -1.29 -6.50
C 4.07 -0.37 -6.34
C 1.70 -1.10 -8.36
C 0.98 -0.49 -5.35
Se 0.60 -1.54 -3.75
C -0.98 -2.42 -4.53
H 3.35 -3.61 -6.79
H 1.64 -3.75 -6.33
H 2.88 -3.34 -5.11
H 4.77 -0.76 -7.09
H 4.48 -0.54 -5.34
H 3.95 0.70 -6.49
H 2.41 -1.53 -9.07
H 1.56 -0.05 -8.61
H 0.74 -1.61 -8.47
H 0.04 -0.35 -5.90
H 1.34 0.47 -5.00
H -0.71 -2.96 -5.44
H -1.77 -1.71 -4.75
H -1.35 -3.14 -3.79

Calculated values
Highest occupied orbital energy, eV: -0.383
Net charge: -2
Spin multiplicity: 1
Frontier orbital gap, hartree: 0.1214
LUMO, Eh: 0.107



*Q*
Molecular formula: C41H63AsGeO3P3RbS4Se
Method: DFT, wB97M-V/def2-TZVPD

Atoms and positions in Å:
Rb 0.45 -0.23 0.61
S 3.88 3.54 2.91
As 2.24 2.16 2.91
S 3.06 0.13 2.28
S 0.73 2.78 1.41
S 1.31 1.94 4.82
O 1.52 0.21 -1.91
P 2.94 -0.24 -1.91
C 3.23 -1.57 -0.71
P 2.11 -2.99 -0.68
O 0.66 -2.66 -0.54
C 2.71 -4.02 0.67
C 3.19 -3.41 1.84
C 3.53 -4.20 2.93
C 3.41 -5.58 2.86
C 2.93 -6.18 1.71
C 2.57 -5.40 0.62
C 2.41 -3.88 -2.22
C 3.50 -4.73 -2.42
C 3.70 -5.33 -3.65
C 2.84 -5.06 -4.70
C 1.76 -4.21 -4.52
C 1.54 -3.63 -3.28
C 4.13 1.04 -1.53
C 5.44 1.00 -2.01
C 6.33 2.00 -1.65
C 5.91 3.03 -0.81
C 4.61 3.06 -0.33
C 3.71 2.06 -0.68
C 3.41 -0.86 -3.56
C 2.67 -0.38 -4.63
C 2.97 -0.78 -5.93
C 4.01 -1.68 -6.15
C 4.74 -2.18 -5.08
C 4.44 -1.77 -3.79
H 3.16 -1.03 0.27
H 4.25 -1.95 -0.76
H 3.25 -2.33 1.94
H 3.88 -3.71 3.83
H 3.68 -6.19 3.72
H 2.82 -7.26 1.66
H 2.18 -5.88 -0.27
H 4.18 -4.93 -1.60
H 4.55 -5.99 -3.80
H 3.01 -5.52 -5.67
H 1.09 -3.99 -5.34
H 0.71 -2.96 -3.12
H 5.76 0.21 -2.67
H 7.35 1.97 -2.01
H 6.61 3.80 -0.51
H 4.29 3.81 0.39
H 2.71 2.09 -0.26
H 1.86 0.32 -4.44
H 2.40 -0.40 -6.76
H 4.24 -2.00 -7.16
H 5.53 -2.89 -5.25
H 5.01 -2.17 -2.96
C -5.31 -1.34 0.91
C -4.62 -0.68 2.11
C -4.41 -1.72 3.21
P -3.00 0.03 1.54
C -2.20 0.80 3.03
C -3.03 1.72 3.91
C -1.45 -0.24 3.87
C -3.52 1.54 0.56
C -4.86 2.19 0.90
C -3.44 1.23 -0.94
H -6.25 -1.82 1.22
H -4.65 -2.10 0.48
H -5.54 -0.63 0.12
H -5.27 0.11 2.51
H -3.66 -2.45 2.91
H -5.35 -2.26 3.40
H -4.08 -1.27 4.14
H -1.42 1.43 2.56
H -3.89 1.20 4.35
H -3.39 2.60 3.37
H -2.40 2.09 4.73
H -2.11 -0.72 4.60
H -0.63 0.25 4.39
H -1.02 -1.03 3.25
H -2.72 2.25 0.79
H -5.70 1.55 0.61
H -4.97 3.13 0.35
H -4.96 2.42 1.96
H -4.12 0.42 -1.22
H -2.43 0.93 -1.23
H -3.71 2.11 -1.53
C -2.08 -1.96 -3.34
C -2.36 -3.12 -2.40
O -2.18 -2.76 -1.04
H -2.30 -2.24 -4.38
H -1.03 -1.65 -3.28
H -2.69 -1.10 -3.07
H -1.73 -3.99 -2.66
H -3.40 -3.44 -2.50
H -1.22 -2.65 -0.91
C -3.47 4.60 -2.73
Ge -3.29 3.59 -4.39
C -4.27 1.90 -4.29
C -4.08 4.68 -5.82
C -1.42 3.23 -4.84
Se -0.58 1.83 -3.75
C -0.16 2.93 -2.20
H -4.51 4.83 -2.53
H -2.92 5.54 -2.81
H -3.08 4.06 -1.87
H -5.33 2.07 -4.08
H -3.85 1.26 -3.52
H -4.20 1.37 -5.25
H -5.13 4.89 -5.61
H -4.03 4.17 -6.79
H -3.56 5.64 -5.91
H -0.81 4.13 -4.77
H -1.37 2.88 -5.87
H -0.98 3.61 -2.01
H 0.77 3.47 -2.36
H -0.03 2.27 -1.35

Calculated values
Highest occupied orbital energy, eV: -0.624
Net charge: -2
Spin multiplicity: 1
Frontier orbital gap, hartree: 0.1431
LUMO, Eh: 0.120



Of them, the most stable is *Q* and the least stable is *P*.



*P*
Molecular formula: C5H8ClN
Method: DFT, wB97M-V/def2-TZVPD

Atoms and positions in Å:
C -1.42 1.07 0.83
C -1.05 0.10 -0.05
C 1.58 0.68 0.70
C -1.96 -0.87 -0.77
C 2.85 0.21 0.11
N 0.13 -0.25 -0.47
Cl 1.30 0.63 2.31
H -0.67 1.87 0.99
H -2.47 1.12 1.05
H -2.62 -0.36 -1.58
H -1.26 -1.67 -1.19
H -2.57 -1.53 -0.04
H 3.74 0.10 0.82
H 2.62 -0.80 -0.21
H 3.11 0.89 -0.78

Calculated values
Highest occupied orbital energy (spin up / spin down), eV: -8.839 / -7.684
Net charge: 0
Spin multiplicity: 1
Frontier orbital gap (spin up / spin down), hartree: 0.3187 / 0.2479
LUMO (spin up / spin down), Eh: -0.006 / -0.035



*Q*
Molecular formula: C5H8ClN
Method: DFT, wB97M-V/def2-TZVPD

Atoms and positions in Å:
C 0.76 0.78 -1.31
C 1.30 1.67 -0.52
C -0.20 -0.14 -0.53
C -0.21 -1.62 -0.95
C -0.68 0.35 1.89
N 0.32 0.05 0.89
Cl 2.40 2.79 -0.11
H 1.01 0.67 -2.35
H -1.25 0.14 -0.65
H -0.91 -2.08 -0.28
H 0.76 -2.12 -0.75
H -0.49 -1.51 -2.00
H -0.68 -0.62 2.43
H -0.45 1.09 2.67
H -1.68 0.56 1.58

Calculated values
Highest occupied orbital energy (spin up / spin down), eV: -8.787 / -7.790
Net charge: 0
Spin multiplicity: 1
Frontier orbital gap (spin up / spin down), hartree: 0.3381 / 0.3007
LUMO (spin up / spin down), Eh: 0.015 / 0.014



Of them, the most stable is *Q* and the least stable is *P*.



*P*
Molecular formula: C4H6O4
Method: DFT, wB97M-V/def2-TZVPD

Atoms and positions in Å:
C 0.94 -0.66 -0.28
C 0.60 0.80 -0.66
C -0.49 -1.04 0.05
C -0.82 0.42 0.44
O 1.99 -1.19 0.08
O 1.55 1.80 -0.44
O -0.62 -2.02 1.10
O -1.94 0.96 -0.13
H -0.02 0.94 -1.49
H -1.23 -1.34 -0.74
H -0.44 0.78 1.38
H 2.28 1.24 -0.31
H 0.17 -2.53 0.93
H -1.97 1.83 0.07

Calculated values
SMILES: O=C1[C@@H](O)[C@H](O)[C@H]1O
Highest occupied orbital energy, eV: -9.249
Net charge: 0
Spin multiplicity: 1
Frontier orbital gap, hartree: 0.3603
LUMO, Eh: 0.020



*Q*
Molecular formula: C4H6O4
Method: DFT, wB97M-V/def2-TZVPD

Atoms and positions in Å:
C -0.93 0.39 0.11
C -0.42 0.09 1.31
C -0.10 -0.13 -1.05
C 1.21 -0.44 -0.39
O -2.10 1.15 -0.12
O -0.83 0.52 2.52
O 2.16 0.49 -0.44
O 1.64 -1.69 -0.11
H -0.55 -1.02 -1.53
H 0.05 0.64 -1.81
H -2.51 0.85 -0.94
H -1.45 1.25 2.43
H 2.94 0.19 0.04
H 0.88 -2.28 -0.01

Calculated values
Highest occupied orbital energy (spin up / spin down), eV: -7.148 / -7.152
Net charge: 0
Spin multiplicity: 1
Frontier orbital gap (spin up / spin down), hartree: 0.2795 / 0.2797
LUMO (spin up / spin down), Eh: 0.017 / 0.017



Of them, the most stable is *P* and the least stable is *Q*.